12
Properties=species:S:1:pos:R:3:forces:R:3:lowdin_charge:R:1 method="wB97M-V/def2-TZVPD" total_charge=0 energy_ha=-704.2556 de_lowest_ev=2.345
C -0.603049 1.105368 0.227782 4.01 -1.52 -0.74 -0.06
C -1.072607 -0.212725 0.178712 -0.20 -0.40 -0.18 -0.14
C 0.739216 1.337415 0.096133 -1.91 -1.04 -0.20 -0.06
C -1.427970 -1.355821 0.144171 -0.21 0.58 0.24 0.15
C 1.620832 0.258118 -0.037546 1.74 -2.35 0.83 -0.36
C 1.930099 -1.006613 -0.207332 0.40 2.38 0.87 -0.15
O 4.297465 0.027879 -0.610228 2.12 0.88 -1.50 -0.55
S 3.379778 -0.158452 0.473911 -2.98 -1.02 0.50 0.92
H -1.279376 1.827548 0.375389 -2.26 2.81 0.66 0.07
H -1.928442 -2.261146 0.264314 -0.21 -1.01 -0.12 0.02
H 1.294875 2.212662 0.193111 -0.12 2.03 0.08 0.10
H 1.712474 -1.855012 -0.772788 -0.38 -1.34 -0.45 0.07

14
Properties=species:S:1:pos:R:3:forces:R:3:lowdin_charge:R:1 method="wB97M-V/def2-TZVPD" total_charge=0 energy_ha=-1823.6943 smiles="C1=CSC(=C2SC=CS2)S1" de_lowest_ev=0.939
C 2.336579 -1.586712 -0.968077 2.55 0.38 2.85 -0.45
C 3.017720 -1.430734 0.295665 -0.46 -2.53 -4.08 -0.57
S 2.562804 -0.252154 1.397987 -1.30 1.36 -0.85 0.91
C 1.189693 0.223079 0.288054 -0.22 0.91 1.51 -0.90
C 0.132855 0.857032 0.828477 -0.82 0.78 -0.71 -0.91
S -0.077047 1.722547 2.386087 1.73 -1.29 0.12 0.90
C -1.422918 2.650567 1.961295 -2.83 1.60 -1.01 -0.58
C -2.081420 2.384789 0.777880 1.64 0.06 1.58 -0.45
S -1.310760 1.060060 -0.180035 -0.81 0.98 0.31 0.86
S 1.287979 -0.222857 -1.438808 0.42 -0.89 1.75 0.87
H 2.565618 -2.361633 -1.726480 -0.01 0.69 0.77 0.06
H 3.872413 -2.046527 0.660833 -0.93 0.15 -0.77 0.07
H -1.719186 3.468223 2.738508 0.46 -1.67 -1.68 0.11
H -2.945853 2.942799 0.387092 0.59 -0.52 0.22 0.07

Result set for F_max: 0.08472; 0.09382 Eh/bohr, one per record in the order listed.
Result set for frontier orbital gap: 8.3; 7.4 eV, one per record in the order listed.